No. 1
7
Properties=species:S:1:pos:R:3 method="wB97M-V/def2-TZVPD" de_lowest_kcal_mol=45.3 total_charge=0 multiplicity=1 energy_ev=-29091.6899 smiles="[H]/N=C/N(Cl)Cl" largest_force_ha_per_bohr=0.052 e_homo_ev=-9.62
H -0.576 -1.985 -0.583
Cl 0.919 1.712 1.415
Cl 0.791 1.363 -1.458
C -0.313 -0.317 0.184
N -0.130 -1.122 -0.806
N 0.089 0.991 0.050
H -0.781 -0.642 1.198



No. 2
74
Properties=species:S:1:pos:R:3 method="wB97M-V/def2-TZVPD" total_charge=+1 multiplicity=4 energy_ev=-74989.8967 largest_force_ha_per_bohr=0.040 e_homo_ev="-10.37 / -10.37"
H -4.862 2.383 -1.846
H -5.148 0.653 -2.077
H -5.878 -3.252 1.277
H -6.443 -0.910 3.015
C 6.850 -1.822 -4.727
C 1.060 -2.402 -0.857
O -5.374 -2.436 1.230
O 2.267 -1.761 -1.204
H 6.106 -0.608 -2.370
H -3.133 1.026 -3.798
H 1.886 3.605 4.059
H 3.202 2.194 2.752
C 4.310 -0.795 -0.397
C -2.622 1.564 -2.997
H 1.190 2.325 -2.303
H -4.168 -1.124 2.117
H 7.989 -2.289 -2.511
H -3.637 3.186 2.320
O -6.293 -2.633 4.178
H 6.578 -0.770 -4.544
H -0.122 1.601 4.228
H 4.343 -2.236 -1.803
C -1.136 1.182 -3.049
C -4.570 1.387 -1.509
H -0.745 -0.194 2.165
H -5.177 -0.833 4.113
O 6.413 -2.746 -3.779
H 1.227 0.606 -1.813
O 2.103 0.503 2.801
H 2.845 -1.672 0.833
C 6.213 -1.478 -1.694
B -1.234 0.567 1.427
H -5.365 3.003 1.895
O -3.948 2.107 0.668
H -4.004 -2.742 2.820
H -3.103 0.076 -1.666
H -0.473 1.477 1.202
H 1.852 2.076 4.844
H -1.508 0.047 0.406
H 2.242 -0.238 0.208
H -0.677 1.908 -3.729
H 4.432 0.171 -0.928
H -5.927 1.576 0.163
H -2.220 1.035 1.877
H 1.227 0.291 2.450
N 4.965 -1.875 -1.090
H -4.757 0.235 0.262
C -4.718 -2.026 2.403
C 1.497 2.592 3.945
O -0.599 1.429 -1.759
C 2.849 -1.100 -0.107
N -3.140 1.094 -1.688
H 6.809 -3.545 -1.998
H 0.289 -1.633 -0.725
H -0.970 0.190 -3.469
C 0.822 1.596 -1.577
H 4.791 -0.542 0.556
H -5.547 -3.135 4.525
H -2.755 2.639 -3.075
Co -1.871 1.804 -0.182
C -4.895 1.285 -0.021
H 7.948 -1.758 -4.795
H 1.688 2.230 1.777
H 6.903 -1.074 -0.945
H 0.802 -3.161 -1.596
C 2.138 1.946 2.731
C 6.931 -2.574 -2.473
H -4.404 1.618 2.638
O 0.076 2.498 3.942
H 1.124 -2.999 0.062
H 1.118 1.863 -0.570
C -5.697 -1.563 3.472
H 6.444 -2.133 -5.686
C -4.411 2.495 1.995



No. 3
19
Properties=species:S:1:pos:R:3 method="wB97M-V/def2-TZVPD" de_lowest_kcal_mol=24.7 total_charge=0 multiplicity=1 energy_ev=-12884.8737 largest_force_ha_per_bohr=0.054 e_homo_ev=-9.16
H 3.803 -0.511 -0.295
C 2.215 0.326 0.072
H -0.935 -2.173 -0.663
C 0.155 1.846 0.304
H 2.328 1.936 -1.082
H -3.406 0.725 0.184
N -1.373 0.389 0.114
N -1.135 1.710 0.051
H -0.581 -2.276 1.075
H 0.593 2.840 0.379
C 0.798 0.583 0.293
H 0.752 -2.197 -0.110
C -0.251 -1.829 0.125
H -2.895 -0.881 0.792
C -2.726 -0.116 0.024
N 2.867 -0.745 0.242
O 2.949 1.270 -0.758
H -2.913 -0.553 -0.966
C -0.246 -0.344 0.217



No. 4
23
Properties=species:S:1:pos:R:3 method="wB97M-V/def2-TZVPD" de_lowest_kcal_mol=150.5 total_charge=0 multiplicity=1 energy_ev=-14984.9199 smiles="C[N+]([O-])=C=C=N.C=CCCC#N" largest_force_ha_per_bohr=0.084 e_homo_ev="-8.62 / -8.90"
H 0.280 -0.591 2.515
N 1.646 -2.364 -0.079
C 0.906 -0.499 -1.490
C 0.337 1.258 1.697
H 2.092 0.277 0.770
H 0.064 0.964 -4.339
H -0.315 2.197 1.588
H 1.393 -3.350 -0.156
H -0.859 -0.357 -3.719
C -1.817 -0.223 1.975
H -2.457 -0.659 2.765
C -1.597 -1.319 1.055
N -1.368 -2.282 0.494
H -1.114 1.423 -3.337
C 1.110 -1.572 -0.868
C 1.438 1.084 0.960
H 1.900 1.943 0.593
H -2.321 0.558 1.372
N 0.559 0.495 -2.299
C -0.433 0.213 2.551
C -0.334 0.609 -3.419
O 1.250 1.550 -2.183
H -0.360 0.646 3.554



No. 5
72
Properties=species:S:1:pos:R:3 method="wB97M-V/def2-TZVPD" de_lowest_kcal_mol=0.0 total_charge=0 multiplicity=1 energy_ev=-131885.3125 largest_force_ha_per_bohr=0.050 e_homo_ev=-8.82
H 3.606 3.810 -3.152
C 0.069 -5.403 0.164
H 1.174 -3.749 2.893
C -3.357 -2.452 4.419
O -0.012 0.236 4.054
C -4.038 -3.677 4.807
H 1.548 -5.432 2.355
C 1.334 1.961 -3.144
C 2.235 -1.276 -0.335
H 1.656 2.629 -5.203
H -4.864 -3.870 4.098
C 0.904 0.133 3.249
O -1.273 -3.400 2.641
H 1.490 3.124 3.278
C 1.522 -0.127 -0.709
H -3.306 -4.504 4.775
O -0.614 1.963 -1.653
H 2.638 -3.350 -0.812
H -0.444 0.865 -3.359
C 0.659 -0.134 -1.819
Si -1.787 3.083 -1.732
H 0.785 -5.299 -0.666
H 0.911 -3.474 -2.589
H -1.293 4.745 -3.472
H -0.005 2.350 -4.751
H 0.955 2.956 1.608
C 2.032 -2.466 -1.030
H -0.949 -5.357 -0.252
H -0.419 3.846 0.171
H 1.669 0.805 -0.148
C 0.952 2.728 -4.380
Cl -4.689 -1.128 1.760
H 0.890 3.799 -4.172
H -2.113 3.818 0.589
C 0.897 2.493 2.599
H -0.150 2.445 2.918
C -0.931 -3.683 1.511
C 1.088 -2.525 -2.055
H 3.184 0.059 2.054
H -2.209 3.373 -4.144
C 2.599 1.923 -2.689
N 1.475 1.164 2.532
H 2.943 1.147 -1.996
H -2.997 4.549 -3.098
H 4.664 2.456 -2.902
H 2.281 -4.055 1.520
C 2.879 1.099 2.197
C 0.388 -1.367 -2.437
H 3.057 1.659 1.272
Cl -1.053 -0.908 1.189
H 2.969 -1.251 0.484
C -1.403 4.109 -0.200
C 0.200 1.175 -2.530
H -4.433 -3.549 5.823
C -2.063 4.011 -3.275
H 0.229 -6.391 0.634
C -3.204 1.913 -1.286
C 1.365 -4.393 2.032
N 0.209 -4.339 1.136
H -4.225 2.137 -1.608
Ga -2.713 -0.336 2.310
H -1.397 5.205 -0.318
H -0.324 -1.436 -3.253
N -2.836 -1.462 4.111
H -1.532 -3.391 0.611
H 1.357 -0.861 2.991
H 3.492 1.551 2.989
C 3.689 2.728 -3.318
H -3.210 1.776 -0.190
H -2.967 0.918 -1.677
H 3.759 2.589 -4.410
Cl -2.942 1.714 2.989



No. 6
13
Properties=species:S:1:pos:R:3 method="wB97M-V/def2-TZVPD" de_lowest_kcal_mol=32.3 total_charge=0 multiplicity=1 energy_ev=-7798.2446 smiles="O=CNC1CC1" largest_force_ha_per_bohr=0.015 e_homo_ev=-9.63
N 1.138 -0.079 0.409
C -1.332 0.461 0.804
H -1.144 -1.112 -0.719
H 1.684 0.078 1.244
H 0.197 1.757 -0.047
H -1.642 0.474 -1.431
C 1.712 -0.896 -0.517
H -1.927 1.355 0.937
H -1.365 -0.272 1.600
C -0.021 0.696 0.114
C -1.152 -0.021 -0.600
H 1.225 -0.821 -1.511
O 2.653 -1.623 -0.280



No. 7
15
Properties=species:S:1:pos:R:3 method="wB97M-V/def2-TZVPD" de_lowest_kcal_mol=63.1 total_charge=+1 multiplicity=1 energy_ev=-8842.0240 smiles="C[NH2+]C(C)=C=C=O" largest_force_ha_per_bohr=0.120 e_homo_ev=-13.81
H 0.590 2.228 0.666
H 0.892 2.236 -0.985
C 2.354 0.015 -0.026
C -0.649 -1.326 -0.206
H -1.074 -2.085 0.419
C 1.116 0.408 0.099
H 0.575 -1.319 1.314
H -0.105 -1.934 -0.904
N 0.109 -0.584 0.816
H -0.621 1.539 -0.374
C 0.469 1.640 -0.172
H -1.521 -0.838 -0.587
O 4.815 -0.305 0.063
H -0.611 -0.060 1.527
C 3.632 -0.050 -0.056



No. 8
56
Properties=species:S:1:pos:R:3 method="wB97M-V/def2-TZVPD" de_lowest_kcal_mol=0.0 total_charge=-1 multiplicity=1 energy_ev=-71141.1759 largest_force_ha_per_bohr=0.005 e_homo_ev=-4.52
C 1.195 -1.197 5.383
H -2.430 1.871 -1.437
H -3.700 -4.664 -1.642
N 2.945 1.004 -2.420
C 1.293 -0.285 3.138
C 0.331 -2.198 4.984
O 4.017 2.019 -0.071
H 2.231 4.329 -2.216
H -4.017 1.612 -0.686
C 2.794 3.466 -2.563
H -4.123 0.641 1.720
C 1.665 -0.249 4.467
C -1.191 -1.762 -0.857
H 2.884 0.929 -3.436
H 1.504 -1.141 6.419
C 2.176 2.219 -1.947
C -3.002 -3.869 -1.414
P 2.378 2.238 -0.103
H -3.018 -0.664 1.249
H -3.078 -3.023 -3.386
C -1.552 -2.725 0.107
C -2.448 -3.764 -0.156
O 0.800 1.710 -4.147
H 3.835 3.584 -2.252
H -2.443 2.327 1.007
S -1.147 -3.332 2.861
H 0.476 2.470 -4.643
H 1.632 0.442 2.412
O 0.033 0.604 -2.094
C 0.431 -1.299 2.728
H -1.503 -1.195 -2.902
H -3.007 0.225 -1.125
H 2.583 0.106 -2.027
N -0.057 -1.492 1.443
C 1.555 -1.518 -1.107
C -0.050 -2.234 3.647
N 2.473 -1.947 -1.679
C -1.761 -1.908 -2.130
C -2.331 1.294 0.639
H -2.704 -4.478 0.620
O -0.346 3.206 -2.444
H 2.755 3.433 -3.655
C -2.646 -2.936 -2.395
C -3.068 0.368 1.613
H 3.916 1.081 -2.113
O 2.083 3.570 0.449
H -0.046 -2.927 5.690
H -2.590 0.409 2.594
O 1.823 0.933 0.378
C -0.903 -2.490 1.371
Ir 0.129 -0.417 -0.268
H 2.329 0.535 4.807
C -2.986 1.246 -0.739
O -0.970 1.019 0.643
H 4.403 2.844 0.245
P 0.450 1.976 -2.561



No. 9
35
Properties=species:S:1:pos:R:3 method="wB97M-V/def2-TZVPD" de_lowest_kcal_mol=90.0 total_charge=0 multiplicity=1 energy_ev=-22149.2436 smiles="CN(C)[SiH2]c1ccccc1.C=C(C)C" largest_force_ha_per_bohr=0.086 e_homo_ev=-8.18
H 1.206 3.781 -0.087
H -0.603 -1.594 -1.209
H 1.651 3.258 -1.750
H 3.099 1.209 1.347
H -4.452 -0.644 -0.131
C -3.539 -0.626 -0.655
H -3.978 -0.391 -1.541
H -1.724 2.301 -0.140
H 2.923 -3.808 1.153
C -2.424 1.558 -0.513
C -1.707 -0.175 1.059
C 0.222 -1.947 -0.667
H 1.313 -5.043 0.440
H 1.984 2.566 1.635
C 1.913 3.074 -0.596
H -3.005 2.070 -1.217
C 2.196 -3.206 0.735
H 3.016 3.452 -0.496
H 0.343 0.693 -2.180
H -1.312 0.651 1.882
N 1.742 1.749 -0.186
C 0.064 -3.327 -0.393
C 2.347 -1.863 0.297
H -2.243 -0.913 1.578
H -3.040 -1.544 -0.661
H -0.900 -3.690 -0.622
C 2.014 1.510 1.263
Si 1.482 0.454 -1.320
H 1.298 0.763 1.589
H -0.777 -0.449 0.675
C -2.591 0.369 -0.041
C 1.379 -1.285 -0.522
H 2.729 0.586 -2.096
H 3.353 -1.334 0.488
C 1.110 -3.981 0.329



No. 10
33
Properties=species:S:1:pos:R:3 method="wB97M-V/def2-TZVPD" de_lowest_kcal_mol=48.8 total_charge=-1 multiplicity=1 energy_ev=-21087.5838 largest_force_ha_per_bohr=0.091 e_homo_ev="-3.30 / -2.56"
H -1.885 2.373 -1.673
C 1.270 1.771 -2.594
H 0.875 1.989 2.436
H 0.597 3.078 -0.891
C 0.057 0.025 2.389
H 2.069 -1.955 -1.726
N -2.032 -0.888 -0.896
Bi 0.101 -0.276 -0.868
H 0.948 0.323 -4.263
H 2.364 1.806 -2.499
H -0.916 -2.954 -1.714
C 0.362 2.408 -1.722
C -0.834 1.158 -3.231
C -1.240 -0.718 2.790
C 0.003 1.489 2.878
H -1.249 -1.746 2.404
H 2.163 -0.236 2.439
H 0.937 -2.033 -3.183
H -0.009 1.568 3.976
H -2.129 -0.205 2.397
H -1.664 0.670 -3.733
O 0.329 0.205 1.056
H 0.172 -2.844 -0.225
C 0.028 -2.641 -1.287
C 1.298 -0.747 2.884
H -2.687 -1.149 -0.116
H -1.315 -0.761 3.899
C 0.542 1.005 -3.515
C 1.072 -2.161 -2.115
H 1.356 -0.792 3.984
H -0.885 1.955 2.413
C -0.957 2.033 -2.120
H 1.261 -1.751 2.424



No. 11
63
Properties=species:S:1:pos:R:3 method="wB97M-V/def2-TZVPD" de_lowest_kcal_mol=8.3 total_charge=-1 multiplicity=4 energy_ev=-66168.0273 largest_force_ha_per_bohr=0.114 e_homo_ev="-1.80 / -3.61"
H -1.529 4.452 2.375
H -0.972 2.639 -3.046
C -1.537 3.675 3.145
H -0.299 -4.729 -3.974
C 1.031 -3.382 -2.949
H 0.096 1.975 2.026
C 0.873 2.731 -1.057
C 1.946 -4.497 -2.386
H 2.583 -2.046 -3.664
C 0.879 -1.049 0.773
O 0.096 -3.005 2.040
H 1.998 -3.363 2.818
H 1.132 2.507 -2.097
C -2.270 2.533 -1.216
C -0.892 1.647 1.659
H -2.316 -0.787 -0.676
C 1.686 3.478 0.993
H 2.328 3.662 1.849
H -1.333 1.196 4.327
H 0.524 -0.006 0.807
C -2.131 0.233 -1.007
Co -0.712 1.574 -0.493
H 0.951 -1.692 -4.248
H 1.985 -0.439 2.573
H 2.912 -4.632 -2.863
C 0.613 4.348 0.607
H 2.564 1.651 0.028
H 1.353 -1.192 -0.208
C 1.293 -2.520 2.704
H -2.635 0.410 3.418
H -0.539 4.496 -1.305
H -2.246 3.992 3.926
H -3.003 1.809 4.436
C 1.997 -3.577 -1.177
C -0.285 -2.044 1.036
H 1.857 -3.086 -4.940
C 1.901 -1.315 1.912
H 2.994 -3.146 -1.039
O 1.042 -2.587 -1.708
C -1.946 2.311 2.574
H 0.283 5.245 1.133
H 0.972 -2.189 3.717
H -1.241 -1.564 1.341
H 2.916 -1.530 1.533
H -0.942 0.551 1.813
C -2.253 1.380 3.753
C 1.659 -2.509 -4.027
C -1.370 0.611 -2.157
H -0.872 -3.051 -3.854
H -3.368 1.475 0.419
C 0.133 3.934 -0.647
C -0.365 -3.855 -3.316
H -0.537 3.631 3.606
H -2.867 2.464 1.995
H -0.545 -2.621 0.140
H -2.537 3.567 -1.032
C 1.819 2.455 0.030
C -1.450 2.035 -2.279
H -0.872 -0.064 -2.853
H -0.960 -4.113 -2.431
H 1.636 -4.039 -0.248
H 1.467 -5.455 -2.173
C -2.697 1.418 -0.436



No. 12
80
Properties=species:S:1:pos:R:3 method="wB97M-V/def2-TZVPD" total_charge=+3 multiplicity=5 energy_ev=-64195.2920 largest_force_ha_per_bohr=0.035 e_homo_ev="-16.81 / -17.50"
H -1.618 1.851 -0.639
C 2.227 1.037 -1.535
H -1.692 1.697 5.119
O -1.082 -3.236 0.040
H -2.022 2.672 3.677
C 1.849 4.180 2.601
H -1.248 1.031 -2.036
H 0.201 -1.394 -1.501
H -2.412 -0.370 3.931
C 0.391 -0.952 3.898
N -2.184 -2.802 -0.264
C 2.533 2.676 -3.263
C 4.524 0.948 0.732
H 2.342 -1.824 4.131
C -3.185 0.619 2.190
P -0.460 0.180 2.663
H 0.197 3.739 -1.050
H -4.195 0.705 2.586
C 1.668 3.477 1.439
C 0.882 -1.697 -2.341
N -4.460 -1.288 -1.059
H 3.300 -1.206 -3.588
P 2.536 -0.489 -0.584
H 4.274 -1.584 1.748
H 0.713 0.209 5.710
C 0.704 2.459 3.839
H -3.702 1.100 -1.533
C 2.297 -1.900 -1.784
H 5.573 1.047 1.002
C 1.549 3.476 -2.690
H -0.050 -1.933 3.668
H 4.360 -2.076 -2.455
H 2.093 3.831 0.513
N 0.860 1.485 0.336
C 4.314 -0.352 -0.030
O -3.187 -3.456 -0.370
H 0.878 -0.917 -3.105
C 1.377 3.676 3.812
H 2.367 -0.072 3.978
H 4.255 1.814 0.131
C 0.135 -0.645 5.370
H 1.275 4.408 -3.161
H 3.188 -2.952 -3.414
C 0.967 2.238 1.433
H 3.944 0.965 1.654
C 0.933 3.099 -1.514
H 2.093 -1.080 2.544
N 1.241 -3.578 1.407
Pd 0.014 -0.675 0.262
H 0.505 -2.615 -2.790
H 0.471 -1.502 5.953
C 3.357 -2.022 -2.871
H 3.660 0.863 -3.122
N -2.175 -1.479 -0.473
N -1.640 0.937 -1.093
C 0.926 -2.499 1.156
C 1.890 -0.980 3.615
H 0.366 2.081 4.788
H 4.497 -2.500 0.250
H -3.134 -0.277 1.578
H 4.862 -0.310 -0.980
H -5.237 -0.734 -1.391
H -3.328 1.862 4.540
C 4.739 -1.574 0.765
H 1.541 4.221 4.728
N -2.975 0.492 -1.173
C 2.876 1.459 -2.684
H -2.992 1.500 1.577
C 1.296 1.889 -0.896
C -2.189 0.526 3.340
H 5.816 -1.552 0.917
C 0.470 1.747 2.676
H 1.391 -4.558 1.571
H -4.610 -2.284 -0.886
H 3.038 3.004 -4.158
H -0.914 -0.493 5.609
H 2.376 5.122 2.580
C -2.291 1.765 4.217
C -3.247 -0.802 -0.910
H 2.320 -2.807 -1.164